(1)
Molecular formula: C12H36Cl2O14Zr
Method: DFT, the ωB97M-V functional and the def2-TZVPD basis

Atoms and positions in Å:
1 Zr -0.22 0.08 -0.35
2 Cl -1.06 0.92 -3.90
3 O -2.15 0.01 -4.02
4 O 0.10 0.43 -4.57
5 O -1.40 2.24 -4.26
6 O -0.72 0.94 -2.44
7 Cl 0.09 -3.20 1.75
8 O -0.10 -2.05 0.80
9 O -0.01 -2.66 3.07
10 O -0.97 -4.11 1.46
11 O 1.38 -3.72 1.50
12 C -3.41 -3.03 -0.76
13 C -2.18 -2.54 -1.48
14 O -1.96 -1.12 -1.14
15 H -3.21 -3.25 0.29
16 H -3.81 -3.95 -1.19
17 H -4.21 -2.29 -0.78
18 H -2.38 -2.57 -2.56
19 H -1.34 -3.21 -1.28
20 H -2.71 -0.68 -1.56
21 C 0.37 4.62 -0.22
22 C -0.30 3.45 -0.91
23 O -0.46 2.31 0.03
24 H -0.26 5.06 0.55
25 H 0.63 5.36 -0.97
26 H 1.30 4.33 0.28
27 H 0.31 3.15 -1.75
28 H -1.30 3.72 -1.26
29 H -0.89 2.75 0.77
30 C 0.63 0.61 3.99
31 C 0.83 1.33 2.68
32 O 0.83 0.35 1.58
33 H 0.75 1.26 4.86
34 H 1.25 -0.28 4.13
35 H -0.40 0.27 4.05
36 H 1.77 1.87 2.65
37 H 0.04 2.07 2.55
38 H 1.56 -0.25 1.83
39 C 2.91 -1.96 -2.70
40 C 1.95 -2.19 -1.55
41 O 0.76 -1.34 -1.72
42 H 3.17 -0.91 -2.80
43 H 2.49 -2.26 -3.67
44 H 3.79 -2.58 -2.58
45 H 2.49 -1.86 -0.67
46 H 1.71 -3.25 -1.44
47 H 0.40 -1.66 -2.56
48 C 4.19 0.77 -0.66
49 C 2.95 1.58 -0.34
50 O 1.74 1.01 -0.98
51 H 4.36 0.78 -1.73
52 H 4.11 -0.25 -0.28
53 H 5.03 1.28 -0.18
54 H 2.98 2.65 -0.56
55 H 2.79 1.47 0.73
56 H 1.83 1.23 -1.92
57 C -3.37 0.12 3.16
58 C -2.60 -0.62 2.09
59 O -1.86 0.30 1.21
60 H -2.76 0.49 3.98
61 H -4.11 -0.55 3.60
62 H -3.85 0.99 2.70
63 H -3.27 -1.20 1.45
64 H -1.96 -1.37 2.56
65 H -2.29 1.14 1.42

Summary:
* electronic energy: -67990.39973 eV
* net charge: +2
* Kohn-Sham gap: 7.9382 eV
* largest force on an atom: 3.41 eV/Å
* relative energy (zero: lowest compared OMol25 entry of this formula, charge and spin): 0.000 eV
* multiplicity: 1

The net atomic charges from Mulliken, expressed in e, are: number 1, Zr, carries 0.97; number 2, Cl, carries 1.82; number 3, O, carries -0.63; number 4, O, carries -0.61; number 5, O, carries -0.58; number 6, O, carries -0.91; number 7, Cl, carries 1.84; number 8, O, carries -0.84; number 9, O, carries -0.64; number 10, O, carries -0.61; number 11, O, carries -0.65; number 12, C, carries -1.39; number 13, C, carries -0.29; number 14, O, carries 0.05; number 15, H, carries 0.25; number 16, H, carries 0.46; number 17, H, carries 0.40; number 18, H, carries 0.47; number 19, H, carries 0.23; number 20, H, carries 0.22; number 21, C, carries -1.35; number 22, C, carries -0.31; number 23, O, carries -0.40; number 24, H, carries 0.45; number 25, H, carries 0.41; number 26, H, carries 0.29; number 27, H, carries 0.25; number 28, H, carries 0.45; number 29, H, carries 0.20; number 30, C, carries -1.20; number 31, C, carries -0.38; number 32, O, carries 0.68; number 33, H, carries 0.44; number 34, H, carries 0.39; number 35, H, carries 0.17; number 36, H, carries 0.49; number 37, H, carries 0.20; number 38, H, carries 0.15; number 39, C, carries -1.31; number 40, C, carries -0.23; number 41, O, carries 0.19; number 42, H, carries 0.22; number 43, H, carries 0.45; number 44, H, carries 0.40; number 45, H, carries 0.11; number 46, H, carries 0.46; number 47, H, carries 0.16; number 48, C, carries -1.24; number 49, C, carries -0.13; number 50, O, carries 0.53; number 51, H, carries 0.36; number 52, H, carries 0.28; number 53, H, carries 0.48; number 54, H, carries 0.42; number 55, H, carries -0.10; number 56, H, carries 0.14; number 57, C, carries -1.41; number 58, C, carries 0.01; number 59, O, carries 0.26; number 60, H, carries 0.29; number 61, H, carries 0.44; number 62, H, carries 0.45; number 63, H, carries 0.14; number 64, H, carries 0.10; number 65, H, carries 0.03


(2)
Molecular formula: C32H98N6O14
Method: DFT, the ωB97M-V functional and the def2-TZVPD basis

Atoms and positions in Å:
1 C -2.56 -10.50 -29.63
2 O -3.50 -9.45 -29.79
3 H -2.50 -11.31 -30.35
4 H -1.64 -9.93 -29.76
5 H -2.59 -10.92 -28.63
6 H -3.60 -9.21 -30.72
7 C 4.76 -8.87 -26.38
8 O 5.83 -9.47 -27.14
9 H 3.78 -9.17 -26.74
10 H 4.80 -9.20 -25.34
11 H 4.91 -7.80 -26.26
12 H 6.37 -9.95 -26.50
13 C -2.55 -9.17 -33.26
14 O -3.53 -9.38 -32.28
15 H -3.11 -9.16 -34.19
16 H -1.96 -8.26 -33.18
17 H -1.87 -10.03 -33.27
18 H -4.15 -10.06 -32.56
19 C 2.54 -5.63 -33.79
20 O 2.86 -5.36 -32.45
21 H 3.31 -5.18 -34.42
22 H 2.71 -6.71 -33.70
23 H 1.53 -5.34 -34.05
24 H 2.71 -6.12 -31.89
25 C -1.49 -7.15 -35.74
26 O -0.35 -7.58 -34.96
27 H -2.41 -7.13 -35.17
28 H -1.26 -6.16 -36.13
29 H -1.64 -7.88 -36.54
30 H -0.32 -7.15 -34.10
31 C 5.12 -9.47 -30.57
32 O 4.54 -8.39 -31.25
33 H 4.83 -9.52 -29.52
34 H 4.70 -10.37 -31.04
35 H 6.20 -9.53 -30.67
36 H 5.27 -7.83 -31.52
37 C -4.46 -6.39 -27.71
38 O -4.23 -7.70 -27.42
39 H -3.48 -6.03 -28.04
40 H -5.23 -6.20 -28.45
41 H -4.77 -6.01 -26.74
42 H -4.09 -8.19 -28.23
43 C 1.53 -3.09 -30.21
44 O 2.00 -1.85 -30.49
45 H 0.98 -3.52 -31.05
46 H 2.31 -3.80 -29.92
47 H 0.76 -3.10 -29.43
48 H 2.38 -1.89 -31.37
49 C -2.69 -9.63 -24.07
50 C -2.78 -10.37 -25.38
51 C -1.52 -11.20 -25.68
52 O -0.32 -10.42 -25.82
53 C 0.69 -10.87 -26.79
54 N -4.02 -11.10 -25.26
55 H -3.61 -9.20 -23.66
56 H -2.01 -8.79 -24.12
57 H -2.42 -10.31 -23.25
58 H -3.04 -9.63 -26.14
59 H -1.66 -11.79 -26.58
60 H -1.31 -11.94 -24.90
61 H 0.31 -10.88 -27.81
62 H 1.16 -11.82 -26.54
63 H 1.41 -10.05 -26.69
64 H -4.41 -11.31 -24.35
65 H -4.79 -10.61 -25.68
66 C -0.54 -6.52 -30.92
67 C 0.82 -6.86 -30.16
68 C 0.68 -7.56 -28.79
69 O 0.01 -6.68 -27.96
70 C -0.65 -7.32 -26.82
71 N 1.51 -7.71 -31.20
72 H -0.39 -6.17 -31.94
73 H -1.11 -5.84 -30.29
74 H -1.20 -7.39 -31.01
75 H 1.42 -5.96 -30.03
76 H 1.60 -7.88 -28.29
77 H 0.10 -8.47 -28.95
78 H -1.29 -8.15 -27.13
79 H -1.16 -6.66 -26.12
80 H 0.21 -7.66 -26.24
81 H 1.10 -8.60 -31.42
82 H 2.28 -7.93 -30.60
83 C 0.95 -14.10 -35.48
84 C 0.31 -12.76 -34.94
85 C 1.20 -11.79 -34.06
86 O 2.29 -11.18 -34.70
87 C 2.75 -9.92 -33.99
88 N -0.03 -12.11 -36.14
89 H 1.64 -14.02 -36.32
90 H 0.15 -14.70 -35.92
91 H 1.56 -14.65 -34.77
92 H -0.59 -12.93 -34.35
93 H 1.64 -12.38 -33.26
94 H 0.55 -10.98 -33.71
95 H 2.05 -9.08 -34.05
96 H 3.63 -9.60 -34.54
97 H 3.04 -10.18 -32.97
98 H -0.33 -11.19 -35.85
99 H 0.83 -12.05 -36.66
100 C -6.35 -4.85 -34.99
101 C -4.91 -4.86 -35.31
102 C -3.99 -5.21 -34.12
103 O -4.36 -4.49 -32.99
104 C -3.57 -4.89 -31.82
105 N -4.64 -5.70 -36.47
106 H -6.51 -4.10 -34.22
107 H -6.71 -5.74 -34.47
108 H -6.82 -4.66 -35.96
109 H -4.70 -3.81 -35.52
110 H -2.94 -5.03 -34.33
111 H -3.99 -6.26 -33.82
112 H -2.51 -4.75 -31.99
113 H -3.81 -5.88 -31.42
114 H -3.83 -4.19 -31.03
115 H -5.43 -5.70 -37.10
116 H -4.90 -6.55 -35.99
117 C 5.15 -4.29 -23.60
118 C 4.67 -3.06 -24.33
119 C 3.67 -3.18 -25.46
120 O 2.50 -3.93 -25.06
121 C 1.36 -3.96 -25.94
122 N 4.13 -2.22 -23.25
123 H 5.49 -5.07 -24.28
124 H 4.32 -4.75 -23.06
125 H 5.88 -4.02 -22.83
126 H 5.62 -2.68 -24.71
127 H 4.28 -3.66 -26.22
128 H 3.44 -2.25 -25.97
129 H 0.64 -4.71 -25.61
130 H 1.69 -4.36 -26.89
131 H 0.88 -2.99 -26.11
132 H 3.95 -1.27 -23.53
133 H 3.24 -2.66 -23.09
134 C -0.58 -3.01 -33.64
135 C -0.10 -3.25 -35.09
136 C -1.20 -3.09 -36.19
137 O -0.55 -3.31 -37.44
138 C -1.29 -3.13 -38.62
139 N 1.04 -2.44 -35.45
140 H 0.21 -2.62 -33.01
141 H -0.78 -4.00 -33.21
142 H -1.51 -2.43 -33.61
143 H 0.14 -4.31 -35.17
144 H -1.50 -2.05 -36.17
145 H -2.02 -3.75 -35.91
146 H -2.37 -3.11 -38.52
147 H -1.17 -4.05 -39.20
148 H -0.79 -2.38 -39.22
149 H 0.91 -1.46 -35.25
150 H 1.24 -2.47 -36.44

Summary:
* electronic energy: -72367.35017 eV
* net charge: -1
* Kohn-Sham gap (spin up / spin down): 1.5941 / 8.6347 eV
* largest force on an atom: 3.35 eV/Å
* relative energy (zero: lowest compared OMol25 entry of this formula, charge and spin): 0.202 eV
* multiplicity: 2

Atomic partial charges in e from the Mulliken method, atoms 1 to 99: number 1, C, carries -0.65; number 2, O, carries -0.36; number 3, H, carries 0.33; number 4, H, carries -0.37; number 5, H, carries 0.22; number 6, H, carries 0.12; number 7, C, carries -0.29; number 8, O, carries -0.51; number 9, H, carries -0.06; number 10, H, carries 0.40; number 11, H, carries 0.19; number 12, H, carries 0.30; number 13, C, carries -1.02; number 14, O, carries 1.90; number 15, H, carries 0.48; number 16, H, carries -0.73; number 17, H, carries 0.36; number 18, H, carries -0.71; number 19, C, carries 0.39; number 20, O, carries -0.60; number 21, H, carries 0.31; number 22, H, carries -0.12; number 23, H, carries -0.28; number 24, H, carries 0.35; number 25, C, carries -0.39; number 26, O, carries -0.29; number 27, H, carries -0.16; number 28, H, carries -0.01; number 29, H, carries 0.45; number 30, H, carries 0.12; number 31, C, carries -0.60; number 32, O, carries -0.30; number 33, H, carries 0.05; number 34, H, carries 0.22; number 35, H, carries 0.39; number 36, H, carries 0.26; number 37, C, carries -0.55; number 38, O, carries -0.34; number 39, H, carries 0.09; number 40, H, carries 0.28; number 41, H, carries 0.25; number 42, H, carries 0.26; number 43, C, carries 0.07; number 44, O, carries -0.59; number 45, H, carries -0.16; number 46, H, carries 0.14; number 47, H, carries 0.21; number 48, H, carries 0.36; number 49, C, carries -1.75; number 50, C, carries 1.68; number 51, C, carries -0.86; number 52, O, carries -0.28; number 53, C, carries -0.45; number 54, N, carries -0.75; number 55, H, carries 0.51; number 56, H, carries 0.22; number 57, H, carries 0.41; number 58, H, carries -0.42; number 59, H, carries 0.35; number 60, H, carries 0.32; number 61, H, carries 0.24; number 62, H, carries 0.41; number 63, H, carries -0.10; number 64, H, carries 0.23; number 65, H, carries 0.31; number 66, C, carries -1.08; number 67, C, carries 1.06; number 68, C, carries -0.04; number 69, O, carries -0.24; number 70, C, carries -0.98; number 71, N, carries -0.39; number 72, H, carries -0.30; number 73, H, carries 0.56; number 74, H, carries 0.26; number 75, H, carries -0.37; number 76, H, carries 0.38; number 77, H, carries -0.26; number 78, H, carries 0.24; number 79, H, carries 0.34; number 80, H, carries 0.44; number 81, H, carries 0.15; number 82, H, carries -0.11; number 83, C, carries -1.36; number 84, C, carries -0.06; number 85, C, carries -0.17; number 86, O, carries -0.45; number 87, C, carries -0.30; number 88, N, carries -0.69; number 89, H, carries 0.34; number 90, H, carries 0.40; number 91, H, carries 0.33; number 92, H, carries 0.43; number 93, H, carries 0.37; number 94, H, carries 0.03; number 95, H, carries -0.04; number 96, H, carries 0.34; number 97, H, carries 0.27; number 98, H, carries 0.22; number 99, H, carries 0.32


Which formula does entry 2 have?
C32H98N6O14


relative energy (zero: lowest compared OMol25 entry of this formula, charge and spin) of number 1 (C12H36Cl2O14Zr)?
0.000 eV


Which value of electronic energy does entry 2 give?
-72367.35017 eV